1.
ORCA calculation (the ωB97M-V functional and the def2-TZVPD basis) on C4H6O2 in the gas phase.

Atoms and positions in Å:
C1 -0.29 0.51 1.67
O1 0.71 1.43 1.26
C2 -0.12 0.86 0.26
C3 0.57 -0.06 -0.71
C4 -0.14 -1.21 -1.30
O2 0.10 -0.03 -2.05
H1 0.09 -0.45 2.02
H2 -1.12 0.93 2.23
H3 -0.84 1.55 -0.20
H4 1.65 -0.10 -0.62
H5 -1.18 -1.38 -1.02
H6 0.43 -2.08 -1.60

The SMILES is C1O[C@H]1[C@H]1CO1. For the maximum force, the calculation gives 0.006 hartree/bohr. For the energy above the lowest of the compared OMol25 structures with the same formula, charge and spin, the calculation gives 68.2 kcal/mol. The calculation puts the frontier orbital gap at 11.48 eV. Its energy is -8337.5045 eV.

***

2.
ORCA calculation (the ωB97M-V functional and the def2-TZVPD basis) on a molecular structure, C36H37NP2Ti at a distorted geometry.

Atoms and positions in Å:
Ti1 0.65 -0.04 -5.05
C1 -1.53 0.08 -0.55
C2 -2.46 -0.16 -1.52
C3 -3.09 0.91 -2.37
C4 -2.29 1.44 -3.56
C5 -0.98 2.21 -3.29
C6 -0.42 2.46 -2.10
C7 -1.18 2.59 -0.82
C8 -1.05 1.30 0.09
C9 2.29 -1.11 -4.81
H1 -0.97 -0.81 -0.28
H2 -2.58 -1.18 -1.91
H3 -3.37 1.77 -1.81
H4 -3.97 0.46 -2.82
H5 -2.18 0.68 -4.37
H6 -2.95 2.21 -4.02
H7 -0.49 2.58 -4.19
H8 0.65 2.63 -2.03
H9 -2.23 2.75 -1.03
H10 -0.85 3.47 -0.24
H11 0.01 1.12 0.31
H12 -1.61 1.60 0.96
H13 2.73 -1.23 -3.81
H14 2.64 -0.20 -5.32
H15 2.41 -2.06 -5.41
P1 -0.08 -1.52 -8.36
P2 1.26 0.50 -7.90
C10 -1.14 -0.08 -8.74
C11 -0.37 1.02 -8.64
C12 -0.25 -2.61 -9.75
C13 -1.24 -2.38 -10.73
C14 -1.88 -3.49 -11.30
C15 -1.36 -4.77 -11.08
C16 -0.11 -4.92 -10.44
C17 0.49 -3.84 -9.80
C18 -0.88 -2.32 -6.92
C19 -0.72 -1.65 -5.66
C20 -1.56 -2.05 -4.61
C21 -2.60 -2.99 -4.84
C22 -2.66 -3.68 -6.05
C23 -1.82 -3.33 -7.12
C24 2.29 0.58 -9.35
C25 2.14 -0.30 -10.46
C26 2.39 0.17 -11.75
C27 2.91 1.46 -11.95
C28 3.32 2.20 -10.85
C29 3.08 1.74 -9.55
C30 1.64 1.94 -6.83
C31 2.94 2.04 -6.29
C32 3.35 3.26 -5.77
C33 2.50 4.37 -5.79
C34 1.19 4.23 -6.27
C35 0.73 3.02 -6.75
H16 -2.19 -0.20 -8.97
H17 -0.55 2.03 -8.98
H18 -1.55 -1.37 -10.99
H19 -2.80 -3.35 -11.89
H20 -1.91 -5.64 -11.43
H21 0.36 -5.91 -10.43
H22 1.48 -3.92 -9.35
H23 0.36 -0.95 -6.35
H24 -1.42 -1.70 -3.57
H25 -3.37 -3.22 -4.09
H26 -3.37 -4.48 -6.26
H27 -1.89 -3.79 -8.12
H28 1.81 -1.34 -10.33
H29 2.19 -0.45 -12.63
H30 3.02 1.87 -12.96
H31 3.81 3.16 -10.99
H32 3.46 2.30 -8.70
H33 3.58 1.17 -6.21
H34 4.35 3.35 -5.37
H35 2.85 5.34 -5.44
H36 0.52 5.08 -6.28
H37 -0.30 2.90 -7.04
N1 1.19 0.02 -1.95
C36 0.65 -0.32 -2.95

As for the spin multiplicity: 3. For the maximum force, the calculation gives 0.067 hartree/bohr. For the energy above the lowest of the compared OMol25 structures with the same formula, charge and spin, the calculation gives 26.3 kcal/mol. The calculation puts the frontier orbital gap (spin up / spin down) at 6.17 / 6.33 eV. Its energy is -81103.5346 eV.

***

3.
ORCA calculation (the ωB97M-V functional and the def2-TZVPD basis) on C21H23ClFN3O2 in the gas phase.

Atoms and positions in Å:
O1 -0.10 -0.51 1.47
C1 -0.18 0.13 0.45
N1 0.24 1.40 0.33
H1 0.25 1.83 -0.58
C2 1.02 2.06 1.36
C3 0.82 3.58 1.29
C4 1.46 4.18 0.04
C5 2.94 3.82 -0.04
C6 3.12 2.30 -0.03
C7 2.50 1.70 1.23
H2 2.60 0.62 1.22
H3 3.03 2.08 2.11
H4 4.18 2.06 -0.07
H5 2.66 1.86 -0.92
H6 3.37 4.24 -0.95
H7 3.46 4.25 0.81
H8 1.34 5.27 0.07
H9 0.94 3.83 -0.86
H10 1.27 4.02 2.17
H11 -0.25 3.80 1.31
H12 0.64 1.68 2.31
C8 -0.70 -0.44 -0.88
N2 -1.65 -1.53 -0.70
C9 -2.00 -2.21 -1.82
O2 -1.47 -2.01 -2.89
C10 -3.12 -3.23 -1.68
H13 -3.26 -3.72 -2.64
H14 -2.92 -3.97 -0.90
Cl1 -4.65 -2.41 -1.27
C11 -2.30 -1.69 0.55
C12 -3.11 -0.66 1.04
C13 -3.75 -0.80 2.26
C14 -3.57 -1.97 2.97
C15 -2.76 -3.00 2.51
C16 -2.12 -2.85 1.30
H15 -1.47 -3.62 0.93
H16 -2.63 -3.89 3.11
F1 -4.19 -2.12 4.16
H17 -4.38 -0.02 2.65
H18 -3.24 0.24 0.46
C17 0.58 -0.91 -1.55
C18 1.23 -2.06 -1.10
C19 2.43 -2.41 -1.68
C20 2.95 -1.58 -2.67
N3 2.35 -0.48 -3.09
C21 1.19 -0.17 -2.54
H19 0.72 0.73 -2.94
H20 3.90 -1.80 -3.15
H21 2.96 -3.29 -1.37
H22 0.80 -2.65 -0.31
H23 -1.16 0.35 -1.49

The SMILES is O=C(NC1CCCCC1)[C@@H](c1cccnc1)N(C(=O)CCl)c1ccc(F)cc1. For the maximum force, the calculation gives 0.013 hartree/bohr. For the energy above the lowest of the compared OMol25 structures with the same formula, charge and spin, the calculation gives 0.0 kcal/mol. The calculation puts the frontier orbital gap at 9.38 eV. Its energy is -45956.7760 eV.